(1)
Formula: C4H10
Source: the OMol25 dataset
Level of theory: ωB97M-V with the def2-TZVPD basis set

Each line ends with the Löwdin charge.
CARTESIAN COORDINATES (ANGSTROEM)
C  -0.57897  -0.24632  1.33159  -0.157
C  0.31884  -0.18380  0.09314  -0.460
C  -0.68900  -0.70240  -0.93003  -0.131
C  1.03565  1.11041  -0.46983  -0.077
H  -0.00448  0.18183  2.16180  0.051
H  -1.62766  0.25704  1.32195  0.099
H  -0.76897  -1.32779  1.78950  0.113
H  1.19319  -0.91772  0.42816  0.157
H  -0.36716  -0.33515  -1.89919  0.061
H  -1.59909  -0.17582  -0.87676  0.052
H  -0.87704  -1.79434  -0.90072  0.093
H  1.48615  1.72837  0.29154  0.055
H  1.98469  0.82768  -1.08183  0.100
H  0.49386  1.57801  -1.25931  0.045

Calculated values
DFT total energy   -158.34634 Eh
ΔE to the lowest compared entry with this formula, charge and spin   148.4 kJ/mol
HOMO level   -10.335 eV
LUMO energy   1.15 eV
Gap between HOMO and LUMO   11.48 eV
Net charge   0
Structure (SMILES)   CC(C)C

=====

(2)
Formula: C16H54BF4N4O9
Source: the OMol25 dataset
Level of theory: ωB97M-V with the def2-TZVPD basis set

Each line ends with the Löwdin charge.
CARTESIAN COORDINATES (ANGSTROEM)
B  -18.13666  -13.47594  15.57721  -1.262
F  -16.80384  -13.01064  15.66371  0.111
F  -18.47152  -14.26923  16.67511  0.122
F  -18.98457  -12.35812  15.52320  0.112
F  -18.33943  -14.24525  14.41141  0.099
C  -22.42199  -16.85623  16.88156  -0.072
C  -21.87369  -15.45017  17.04016  -0.419
C  -20.91417  -15.33511  18.24038  -0.207
O  -21.66372  -15.74146  19.38207  -0.179
C  -20.87672  -15.52980  20.53867  -0.119
N  -21.17548  -15.12146  15.78101  0.058
H  -21.60727  -17.58315  16.87223  0.084
H  -22.99230  -17.03922  15.96872  0.075
H  -23.15155  -16.97566  17.68882  0.073
H  -22.67944  -14.72180  17.17429  0.134
H  -20.62051  -14.28410  18.30112  0.115
H  -20.04694  -15.96584  18.02033  0.125
H  -20.67031  -14.47062  20.70922  0.089
H  -19.93248  -16.08114  20.45662  0.077
H  -21.32495  -15.93660  21.44744  0.081
H  -20.29656  -14.65300  16.00948  0.028
H  -20.79581  -15.98445  15.39501  0.047
C  -15.43464  -17.65409  12.12304  -0.049
C  -14.58406  -18.14029  13.29291  -0.425
C  -15.49459  -18.64393  14.40733  -0.219
O  -16.32281  -17.61483  14.87431  -0.196
C  -15.69046  -16.52469  15.49748  -0.083
N  -13.72313  -19.29303  12.84795  0.029
H  -14.92410  -17.57852  11.15989  0.077
H  -15.79030  -16.66189  12.40628  0.074
H  -16.18164  -18.42691  11.92552  0.086
H  -13.94845  -17.37539  13.74116  0.123
H  -14.83855  -19.08325  15.17076  0.129
H  -16.11027  -19.44432  13.98752  0.128
H  -15.12915  -15.90205  14.79869  0.093
H  -15.05330  -16.74412  16.36140  0.092
H  -16.45217  -15.89337  15.95862  0.082
H  -13.59903  -19.17929  11.84895  0.051
H  -14.33124  -20.10890  12.91678  0.056
C  -15.07293  -13.25364  20.51392  -0.051
C  -16.23737  -13.63842  19.59013  -0.443
C  -17.16150  -14.72123  20.11810  -0.191
O  -16.48038  -15.77945  20.77840  -0.190
C  -15.74931  -16.62097  19.93642  -0.138
N  -16.97059  -12.42438  19.14878  0.054
H  -15.48707  -12.91140  21.46522  0.081
H  -14.44650  -12.49791  20.04696  0.073
H  -14.49475  -14.15180  20.73748  0.066
H  -15.76348  -14.03237  18.67456  0.125
H  -17.82109  -15.15350  19.35661  0.113
H  -17.80574  -14.29397  20.89369  0.129
H  -16.32581  -17.36622  19.37712  0.089
H  -15.15727  -17.27497  20.59311  0.086
H  -14.97138  -16.13192  19.34428  0.079
H  -16.26826  -11.83559  18.71011  0.067
H  -17.50047  -12.81125  18.36952  0.035
C  -18.48067  -17.00912  9.42986  -0.063
C  -19.18237  -15.64752  9.44278  -0.430
C  -18.74818  -14.81034  10.64500  -0.216
O  -17.35800  -14.54176  10.55026  -0.204
C  -16.87227  -13.80308  11.66169  -0.093
N  -18.97551  -14.97033  8.16347  0.039
H  -19.08871  -17.73921  8.89230  0.070
H  -18.34647  -17.42737  10.42806  0.071
H  -17.50757  -16.91158  8.94626  0.071
H  -20.22990  -15.86838  9.67752  0.130
H  -18.98455  -15.29470  11.60004  0.114
H  -19.20286  -13.80924  10.56780  0.117
H  -15.83200  -13.58126  11.43688  0.089
H  -16.95958  -14.41604  12.56546  0.067
H  -17.45114  -12.89216  11.84267  0.089
H  -18.85375  -13.97058  8.30932  0.067
H  -18.03562  -15.22085  7.86577  0.057
O  -18.99212  -16.79471  13.85579  -0.068
H  -18.15942  -17.22875  14.08413  0.008
H  -18.94668  -15.94724  14.33278  -0.001
O  -17.25127  -9.47029  15.75503  -0.043
H  -16.81905  -9.05048  16.50800  0.057
H  -17.65588  -10.27136  16.11472  0.035
O  -20.13195  -12.53014  12.70476  -0.060
H  -19.65455  -12.56287  13.54533  0.004
H  -20.36982  -13.44759  12.53629  0.025
O  -15.25653  -10.89244  14.44638  -0.103
H  -15.79140  -10.14345  14.78703  -0.004
H  -15.68690  -11.71705  14.73756  0.002
O  -19.72213  -11.65569  18.05081  -0.068
H  -19.83519  -10.70770  17.93053  0.033
H  -19.57392  -11.99770  17.14503  0.005

Calculated values
DFT total energy   -1962.77182 Eh
ΔE to the lowest compared entry with this formula, charge and spin   44.6 kJ/mol
HOMO level   -6.664 eV
LUMO energy   2.50 eV
Gap between HOMO and LUMO   9.16 eV
Net charge   -1

=====

(3)
Formula: C4H9NO2
Source: the OMol25 dataset
Level of theory: ωB97M-V with the def2-TZVPD basis set

Each line ends with the Löwdin charge.
CARTESIAN COORDINATES (ANGSTROEM)
N  -1.62704  1.16350  0.12632  0.167
C  -0.81809  0.98572  1.20616  -0.547
O  -1.13266  1.34259  2.32826  0.040
C  0.55381  0.30977  0.93949  -0.094
C  0.49967  -1.10793  0.13881  -0.134
C  0.74084  -1.03642  -1.36811  -0.262
O  0.29905  0.25352  -1.74661  -0.106
H  -2.54534  1.55413  0.27873  0.115
H  -1.34443  0.88778  -0.80529  0.080
H  1.25647  1.15027  0.70839  0.137
H  0.90527  -0.00019  1.90991  0.103
H  1.14445  -1.88349  0.58225  0.111
H  -0.53537  -1.42562  0.29710  0.111
H  1.79225  -1.18372  -1.66439  0.115
H  0.15998  -1.82572  -1.86478  0.119
H  0.56229  0.72225  -0.92111  0.043

Calculated values
DFT total energy   -363.03488 Eh
ΔE to the lowest compared entry with this formula, charge and spin   133.0 kJ/mol
HOMO level   -9.809 eV
LUMO energy   0.84 eV
Gap between HOMO and LUMO   10.64 eV
Net charge   0
Structure (SMILES)   NC(=O)CCCO

=====

(4)
Formula: C15H28BN3O3STc
Source: the OMol25 dataset
Level of theory: ωB97M-V with the def2-TZVPD basis set

Each line ends with the Mulliken spin population.
CARTESIAN COORDINATES (ANGSTROEM)
Tc  -1.79209  0.20372  -0.07941  1.283
C  -3.27899  1.89842  -0.64821  0.141
C  -2.26219  2.52112  0.13199  -0.101
C  -2.49189  2.17892  1.47619  -0.060
C  -3.63149  1.35952  1.53879  0.059
C  -4.09919  1.15612  0.23449  -0.075
H  -3.49129  2.09372  -1.69011  0.012
H  -1.56469  3.26612  -0.22061  -0.005
H  -1.95199  2.55282  2.33059  -0.001
H  -4.08289  0.97892  2.43959  0.007
H  -5.00319  0.62982  -0.03311  0.000
N  0.16951  0.29152  2.38129  0.003
N  0.21441  -0.49608  3.53169  -0.001
C  -0.82129  -1.34238  3.78009  -0.005
N  -0.63629  -2.25078  4.77229  0.003
S  -2.23949  -1.29438  2.94889  0.016
H  0.68061  -0.10678  1.59549  -0.009
H  0.46071  1.24402  2.56839  0.000
H  1.12041  -0.75418  3.92359  0.000
H  0.07061  -2.11928  5.47689  0.000
H  -1.45459  -2.76978  5.04599  -0.001
C  -1.19549  -1.43218  -3.07861  0.001
O  -1.96779  -2.09068  -2.09691  -0.016
C  -2.13539  -1.56988  -0.86781  -0.186
C  -2.92359  -2.59318  -0.07261  0.003
H  -0.30879  -2.03798  -3.28471  0.002
H  -0.89379  -0.43588  -2.73761  0.012
H  -1.80049  -1.35168  -3.98621  0.000
H  -3.49519  -3.23468  -0.73971  0.004
H  -3.59619  -2.11948  0.63579  -0.009
H  -2.22479  -3.20938  0.49159  -0.008
C  3.59591  -1.03438  -0.68761  -0.001
C  2.42121  -0.27518  -1.30411  -0.006
C  2.39751  -0.55628  -2.81391  -0.001
O  1.19371  -0.76788  -0.76421  0.069
B  0.27691  0.26882  -0.61231  -0.171
O  0.95081  1.47082  -0.80651  0.035
C  2.35231  1.25192  -0.97641  0.007
C  3.03811  1.60502  0.35219  0.001
C  2.90791  2.17292  -2.06311  0.000
H  3.51591  -2.07778  -0.98161  0.000
H  3.57481  -0.99068  0.39659  -0.001
H  4.54261  -0.63588  -1.04541  0.000
H  2.20701  -1.61798  -2.95111  0.000
H  3.34551  -0.29988  -3.28081  0.000
H  1.59021  -0.00648  -3.29061  -0.001
H  2.70551  0.93772  1.14279  0.000
H  2.75961  2.62052  0.62479  0.000
H  4.11971  1.54672  0.26159  0.000
H  2.32311  2.10172  -2.97411  0.000
H  3.94321  1.91772  -2.27921  0.000
H  2.86511  3.20262  -1.71481  0.000

Calculated values
DFT total energy   -1482.12320 Eh
2S+1   2
HOMO level (alpha / beta)   -7.021 / -6.671 eV
LUMO energy (alpha / beta)   0.31 / 0.34 eV
Gap between HOMO and LUMO (alpha / beta)   7.34 / 7.01 eV
Net charge   0

=====

(5)
Formula: C35H43AsCl5N8OPtSi3
Source: the OMol25 dataset
Level of theory: ωB97M-V with the def2-TZVPD basis set

Each line ends with the Löwdin charge.
CARTESIAN COORDINATES (ANGSTROEM)
Pt  -0.28235  -0.70124  0.77396  0.686
C  5.38199  -1.64293  -0.11207  -0.052
N  4.12093  -1.13544  0.41808  -0.093
C  2.91229  -1.11596  -0.14441  -0.130
N  2.03783  -0.61216  0.71993  -0.029
C  2.79265  -0.33595  1.82196  -0.249
N  4.05246  -0.63502  1.66288  0.159
C  5.76832  -1.07448  -1.45770  -0.205
C  6.60786  -1.81521  -2.28673  -0.026
C  7.01199  -1.31383  -3.51449  -0.034
C  6.57023  -0.07450  -3.94695  0.013
C  5.72432  0.66617  -3.12537  -0.126
C  5.34101  0.17237  -1.87644  0.019
C  5.18079  1.93196  -3.56872  -0.276
N  5.34605  2.55962  -4.69529  0.130
N  4.55635  3.65409  -4.67002  0.131
C  3.93388  3.66075  -3.52947  -0.273
O  4.29242  2.58672  -2.78606  0.110
C  2.92859  4.56636  -3.01496  -0.127
C  2.39922  5.59435  -3.79346  0.015
C  1.39076  6.38571  -3.27113  -0.033
C  0.91474  6.16750  -1.98444  -0.016
C  1.46166  5.16126  -1.19789  -0.207
C  0.96724  4.90301  0.20747  -0.049
N  0.29671  3.60447  0.28797  -0.083
C  0.76178  2.40867  0.64162  -0.105
N  -0.21022  1.50802  0.51828  -0.075
C  -1.26448  2.23811  0.05529  -0.256
N  -0.98779  3.50330  -0.08569  0.162
C  2.46300  4.36148  -1.71800  0.019
H  5.32449  -2.73034  -0.18076  0.135
H  6.13650  -1.39594  0.63483  0.147
H  2.71090  -1.45876  -1.14494  0.117
H  2.40182  0.07647  2.73703  0.117
H  6.95776  -2.78925  -1.96505  0.122
H  7.66891  -1.90035  -4.14156  0.121
H  6.86386  0.32747  -4.90665  0.129
H  4.71025  0.78565  -1.24526  0.117
H  2.78033  5.75402  -4.79267  0.130
H  0.96504  7.17921  -3.86939  0.121
H  0.12001  6.78910  -1.59086  0.121
H  0.23199  5.65447  0.48505  0.134
H  1.79122  4.91731  0.91994  0.142
H  1.76325  2.21678  0.98734  0.135
H  -2.23220  1.83163  -0.17523  0.038
H  2.90154  3.56956  -1.12218  0.115
C  -5.18975  -0.15043  -1.65353  -0.214
Si  -5.30143  0.34247  0.15509  0.558
C  -6.58779  -0.57851  1.15012  -0.160
C  -5.20226  2.19184  0.42150  -0.175
As  -2.78697  -0.59423  0.81208  0.709
Si  -3.36853  -2.70965  0.15971  0.538
C  -3.01245  -3.38776  -1.54162  -0.203
C  -1.22515  -3.95913  2.61946  -0.090
C  -4.56387  -3.83595  1.06021  -0.211
Si  -2.75733  0.26014  3.45884  0.554
C  -4.38516  -0.44178  4.06450  -0.200
C  -1.16209  -0.45235  4.10900  -0.219
C  -2.68186  2.11525  3.22815  -0.175
H  -5.91346  0.42778  -2.23450  0.057
H  -5.42341  -1.20572  -1.81236  0.029
H  -4.20171  0.05262  -2.06599  0.034
H  -7.57090  -0.23574  0.81318  0.068
H  -6.52635  -0.37943  2.21887  0.021
H  -6.54903  -1.65723  0.99929  0.025
H  -6.11581  2.64309  0.02273  0.065
H  -4.36223  2.64446  -0.10618  0.034
H  -5.14530  2.46848  1.47390  0.025
H  -2.26180  -2.81225  -2.07603  -0.010
H  -3.92589  -3.38216  -2.14353  0.060
H  -2.67111  -4.42490  -1.48285  0.056
H  -1.72417  -3.01311  2.81879  0.050
H  -1.89124  -4.60281  2.03753  0.091
H  -1.00487  -4.46305  3.55736  0.086
H  -5.49851  -3.89756  0.49315  0.055
H  -4.80105  -3.50717  2.07141  0.033
H  -4.17165  -4.85472  1.11782  0.050
H  -4.56452  -1.46257  3.73048  0.022
H  -5.22643  0.18242  3.76328  0.024
H  -4.37763  -0.45440  5.15857  0.055
H  -1.24941  -1.49593  4.40480  0.023
H  -0.85594  0.10830  4.99721  0.060
H  -0.36902  -0.38113  3.36522  -0.033
H  -3.42342  2.49400  2.52672  0.006
H  -1.69446  2.43012  2.88895  0.028
H  -2.86116  2.59958  4.19233  0.063
Cl  1.22453  -2.85359  2.97036  0.791
C  0.06287  -3.71808  1.83238  -0.784
C  -0.11372  -2.74650  0.70580  -0.364
C  0.35036  -3.11537  -0.53322  -0.710
Cl  0.19879  -1.94979  -1.81414  0.739
C  0.96956  -4.35204  -0.82400  -0.630
Cl  1.48405  -4.71143  -2.38630  0.888
C  1.17692  -5.28917  0.21982  -0.688
Cl  1.95051  -6.77560  -0.12664  0.793
C  0.73761  -5.00668  1.48376  -0.649
Cl  0.99769  -6.10690  2.74072  0.887

Calculated values
DFT total energy   -7396.43594 Eh
ΔE to the lowest compared entry with this formula, charge and spin   187.2 kJ/mol
HOMO level   -13.879 eV
LUMO energy   -10.52 eV
Gap between HOMO and LUMO   3.36 eV
Net charge   +3

=====

Question: Which of these has the highest DFT total energy?
Answer: C4H10